The following is a quantum chemistry calculation of C26H46BrCrN3O2P3 as an isolated structure, from the Open Molecules 2025 dataset.

calculated total energy: -5975.5737 a.u.
ΔE to the lowest compared entry with this formula, charge and spin: 9.14 kcal per mole
⟨S²⟩: 6.02

ORCA input file:
```
! RIJCOSX wB97M-V def2-TZVPD def2/J DEFGRID3
* xyz 1 5
Cr 0.001 -0.780 0.333
C 3.848 0.149 -2.429
C 2.807 -0.750 -1.768
C 1.512 -0.692 -2.591
P 2.393 -0.419 0.018
C 3.770 -1.108 1.035
C 5.143 -1.179 0.372
C 3.844 -0.385 2.384
C 2.377 1.382 0.202
C 3.498 2.195 0.003
C 3.398 3.573 -0.027
C 2.134 4.147 0.095
C 1.017 3.367 0.322
C 1.117 1.970 0.452
N 0.014 1.159 0.764
C -1.075 1.666 1.494
C -0.971 2.695 2.444
C -2.078 3.124 3.153
C -3.331 2.546 2.961
C -3.445 1.507 2.055
C -2.340 1.061 1.328
P -2.368 -0.338 0.182
C -3.003 0.340 -1.420
C -4.441 0.843 -1.345
C -2.061 1.449 -1.903
C -3.709 -1.455 0.759
C -3.404 -2.034 2.140
C -3.922 -2.576 -0.264
H 3.987 -0.173 -3.466
H 4.820 0.112 -1.940
H 3.515 1.187 -2.448
H 3.166 -1.782 -1.756
H 1.106 0.324 -2.596
H 0.740 -1.358 -2.190
H 1.705 -0.971 -3.632
H 3.440 -2.134 1.206
H 5.578 -0.190 0.223
H 5.123 -1.701 -0.585
H 5.818 -1.731 1.031
H 4.242 0.624 2.265
H 4.510 -0.932 3.056
H 2.869 -0.301 2.866
H 4.469 1.735 -0.139
H 4.278 4.187 -0.171
H 2.020 5.222 0.009
H 0.047 3.837 0.415
H -0.007 3.145 2.639
H -1.960 3.916 3.884
H -4.192 2.888 3.519
H -4.407 1.025 1.923
H -2.947 -0.490 -2.131
H -4.541 1.614 -0.575
H -5.159 0.049 -1.134
H -4.720 1.295 -2.300
H -2.120 2.315 -1.239
H -2.347 1.773 -2.907
H -1.019 1.128 -1.928
H -4.620 -0.858 0.815
H -2.534 -2.693 2.095
H -4.257 -2.620 2.492
H -3.196 -1.260 2.878
H -2.997 -3.151 -0.383
H -4.228 -2.197 -1.242
H -4.700 -3.259 0.084
N 1.203 -4.047 2.573
C 0.378 -4.720 1.557
P 0.728 -3.947 -0.038
O 2.182 -3.704 -0.181
O -0.287 -2.811 -0.282
C 0.106 -5.147 -1.312
N -0.524 -4.301 -2.396
H 2.176 -4.023 2.281
H 1.149 -4.521 3.467
H 0.739 -2.879 2.817
H -0.678 -4.585 1.795
H 0.583 -5.792 1.467
H -0.662 -5.800 -0.902
H 0.913 -5.742 -1.728
H -1.314 -4.745 -2.854
H 0.158 -4.039 -3.106
H -0.803 -3.425 -1.898
Br 0.206 -1.493 3.145
*
```


The following is a quantum chemistry calculation of C8H14ClO9PbS as an isolated structure, from the Open Molecules 2025 dataset.

calculated total energy: -2041.5174 a.u.
ΔE to the lowest compared entry with this formula, charge and spin: 4.10 kcal per mole

ORCA input file:
```
! RIJCOSX wB97M-V def2-TZVPD def2/J DEFGRID3
* xyz -1 1
Pb -1.736 -1.556 1.627
O -3.957 -4.414 4.381
Cl -4.030 -3.275 3.518
O -5.392 -2.900 3.264
O -3.306 -2.155 4.104
O -3.377 -3.599 2.238
O 0.758 -2.569 -1.680
C 0.195 -2.437 -0.612
O -1.056 -2.105 -0.475
C 1.006 -2.596 0.728
O 2.179 -2.893 0.679
O 0.344 -2.338 1.823
C 3.606 1.006 -0.779
C 2.938 1.681 0.422
C 1.474 2.033 0.147
S 0.523 0.485 -0.004
O -0.734 0.682 0.834
C 0.018 0.515 -1.752
C -1.334 1.173 -1.970
C -1.343 2.684 -1.752
H 4.685 0.931 -0.636
H 3.426 1.575 -1.696
H 3.223 -0.010 -0.918
H 3.478 2.588 0.703
H 2.978 1.001 1.277
H 1.369 2.634 -0.756
H 1.002 2.548 0.985
H -0.010 -0.545 -2.020
H 0.824 1.001 -2.306
H -2.055 0.707 -1.298
H -1.646 0.942 -2.990
H -1.104 2.927 -0.715
H -2.329 3.096 -1.970
H -0.619 3.183 -2.403
*
```


The following is a quantum chemistry calculation of an isolated ion of composition C8H12NO5S and charge -1, from the Open Molecules 2025 dataset.

calculated total energy: -1141.2322 a.u.
SMILES string: CC(=O)N1[C@@H](C(=O)[O-])CS[C@]1(C)C(O)O
ΔE to the lowest compared entry with this formula, charge and spin: 0.00 kcal per mole

ORCA input file:
```
! RIJCOSX wB97M-V def2-TZVPD def2/J DEFGRID3
* xyz -1 1
C 2.823 0.262 0.222
C 1.486 0.894 0.320
O 1.295 1.939 0.898
N 0.424 0.125 -0.188
C 0.728 -1.122 -0.855
C 0.828 -2.423 0.161
O 0.313 -3.463 -0.255
O 1.498 -2.186 1.173
C -0.484 -1.362 -1.769
S -1.915 -0.327 -1.291
C -0.984 0.232 0.220
C -1.405 -0.542 1.453
C -1.275 1.957 0.336
O -2.685 2.158 0.541
O -0.942 2.525 -0.891
H 3.272 0.313 -0.795
H 2.787 -0.726 0.651
H 3.503 0.823 0.740
H 1.600 -1.152 -1.590
H -0.353 -1.220 -2.775
H -0.877 -2.403 -1.501
H -0.472 -0.509 2.144
H -1.644 -1.543 1.228
H -2.298 0.034 1.887
H -0.831 2.455 1.174
H -3.014 1.641 -0.142
H -0.263 3.185 -0.742
*
```


The following is a quantum chemistry calculation of a 2-piece molecular cluster, C3H3NO overall, from the Open Molecules 2025 dataset.

calculated total energy: -246.0090 a.u.
SMILES string: N=C=O.C#C
ΔE to the lowest compared entry with this formula, charge and spin: 51.83 kcal per mole

ORCA input file:
```
! RIJCOSX wB97M-V def2-TZVPD def2/J DEFGRID3
* xyz 0 1
N -1.915 1.967 0.306
C -0.849 1.405 0.177
O 0.158 0.930 -0.162
H -2.555 1.958 1.151
C 0.997 -2.052 -0.457
C 1.575 -1.029 -0.238
H 0.584 -3.018 -0.251
H 2.005 -0.160 -0.526
*
```


The following is a quantum chemistry calculation of a single C4H6O2 molecule, from the Open Molecules 2025 dataset.

calculated total energy: -306.4420 a.u.
SMILES string: C[C@H]1OCC1=O
ΔE to the lowest compared entry with this formula, charge and spin: 40.33 kcal per mole

ORCA input file:
```
! RIJCOSX wB97M-V def2-TZVPD def2/J DEFGRID3
* xyz 0 1
C 0.656 1.242 -0.705
C -0.457 0.579 0.112
O -1.052 -0.500 -0.654
C -0.427 -1.529 0.125
C -0.006 -0.467 1.137
O 0.429 -0.453 2.251
H 1.655 1.084 -0.279
H 0.609 0.736 -1.675
H 0.500 2.314 -0.859
H -1.212 1.289 0.472
H 0.433 -1.995 -0.383
H -1.128 -2.298 0.459
*
```


The following is a quantum chemistry calculation of a 4-piece molecular cluster, C13H31ClN6O4P overall, from the Open Molecules 2025 dataset.

calculated total energy: -1944.7948 a.u.
ΔE to the lowest compared entry with this formula, charge and spin: 0.00 kcal per mole

ORCA input file:
```
! RIJCOSX wB97M-V def2-TZVPD def2/J DEFGRID3
* xyz 1 1
N 3.913 1.255 0.960
C 2.590 1.039 1.235
N 1.652 2.106 1.099
C 0.344 1.656 0.537
C -0.232 0.386 1.289
C 0.833 -0.346 2.202
N 2.238 -0.262 1.705
P 2.670 -1.550 0.552
O 1.515 -1.662 -0.691
Cl 2.441 -3.360 1.630
H 4.332 1.155 0.037
H 4.527 1.516 1.740
H 2.058 2.892 0.582
H -0.422 2.483 0.668
H 0.409 1.416 -0.565
H -0.744 -0.353 0.590
H -1.060 0.737 1.987
H 0.553 -1.416 2.421
H 0.833 0.182 3.214
H 0.985 -0.847 -0.789
C 2.370 -3.396 -3.008
C 3.649 -3.718 -3.736
O 4.700 -3.919 -3.146
N 3.604 -3.781 -5.095
C 2.462 -3.574 -5.963
H 2.558 -3.381 -1.938
H 2.005 -2.412 -3.309
H 1.617 -4.159 -3.216
H 4.495 -4.000 -5.517
H 2.302 -4.482 -6.547
H 2.686 -2.747 -6.640
H 1.559 -3.344 -5.403
C -2.644 5.801 2.211
C -1.561 4.813 1.874
O -1.639 4.064 0.906
N -0.470 4.772 2.689
C -0.205 5.573 3.869
H -3.447 5.722 1.480
H -3.054 5.585 3.200
H -2.248 6.817 2.182
H 0.217 4.089 2.408
H 0.722 6.127 3.710
H -0.080 4.903 4.721
H -1.010 6.272 4.077
C -3.957 -3.151 1.311
C -3.598 -1.779 0.805
O -3.128 -0.915 1.534
N -3.815 -1.517 -0.513
C -4.359 -2.403 -1.524
H -3.731 -3.215 2.375
H -5.023 -3.335 1.173
H -3.372 -3.910 0.787
H -3.554 -0.580 -0.785
H -3.620 -2.516 -2.319
H -5.261 -1.947 -1.935
H -4.604 -3.382 -1.120
*
```


> Which value of ΔE to the lowest compared entry with this formula, charge and spin does entry 4 give?

51.83 kcal per mole


> What is the ΔE to the lowest compared entry with this formula, charge and spin in the fourth record?

51.83 kcal per mole


> Among the records above, which one has the highest ΔE to the lowest compared entry with this formula, charge and spin?

C3H3NO